[1]
69
Properties=species:S:1:pos:R:3:nbo_charge:R:1 method="wB97M-V/def2-TZVPD" homo_energy_ev="-11.092 / -11.475" s2=0.75 charge=+1 multiplicity=2 orbital_gap_ev="8.22 / 8.92" energy_ev=-104354.2669
Ti -1.4936 -0.2282 -0.5818 1.40
C -2.5986 -2.8060 1.3405 -0.53
C -2.7337 -1.7313 2.4093 -0.53
S -1.8088 -0.2035 2.0614 0.32
C -3.0383 1.0604 2.4369 -0.54
C -4.2553 1.0783 1.5210 -0.55
S -3.8198 1.0299 -0.2375 0.31
C -4.8979 -0.2920 -0.8514 -0.53
C -4.7048 -1.6653 -0.2162 -0.54
S -3.0111 -2.3064 -0.3481 0.33
H -3.2040 -3.6697 1.6179 0.25
H -1.5652 -3.1452 1.2534 0.27
H -2.3707 -2.1266 3.3581 0.26
H -3.7785 -1.4624 2.5621 0.22
H -2.4879 1.9994 2.3805 0.25
H -3.3534 0.9471 3.4753 0.25
H -4.8345 1.9831 1.7049 0.26
H -4.9123 0.2378 1.7394 0.22
H -4.6994 -0.3254 -1.9227 0.27
H -5.9341 0.0248 -0.7269 0.25
H -5.3664 -2.3737 -0.7152 0.26
H -4.9954 -1.6611 0.8335 0.22
S -2.2107 -0.8100 -5.1091 0.02
C -2.1230 -0.4085 -3.5895 0.22
N -2.0664 -0.0943 -2.4384 -0.88
C 3.7093 -0.0793 -3.0000 -0.62
C 2.6515 -0.9709 -2.3777 0.28
C 1.3578 -0.9217 -3.1730 -0.63
C 3.1476 -2.3964 -2.2150 -0.63
O 2.4388 -0.4558 -1.0297 -0.96
Si 1.1765 -0.2102 -0.0817 2.52
O -0.0078 -1.3342 -0.1420 -1.25
O 0.1271 1.0403 -0.5790 -0.97
C 0.3426 2.5095 -0.5831 0.29
C -0.3882 3.0231 -1.8066 -0.62
C 1.8310 2.7829 -0.6696 -0.64
C -0.2548 3.0361 0.7053 -0.63
O 1.6467 0.2114 1.4015 -0.95
C 2.7126 -0.3153 2.2397 0.28
C 2.3320 0.0637 3.6583 -0.62
C 2.7738 -1.8258 2.0706 -0.64
C 4.0156 0.3470 1.8266 -0.63
H 3.9766 -0.4468 -3.9913 0.22
H 4.6083 -0.0637 -2.3841 0.22
H 3.3409 0.9415 -3.1081 0.21
H 1.5337 -1.2847 -4.1864 0.24
H 0.9835 0.1021 -3.2514 0.21
H 0.5899 -1.5517 -2.7229 0.22
H 3.3829 -2.8320 -3.1868 0.22
H 2.3844 -3.0148 -1.7398 0.22
H 4.0479 -2.4173 -1.6005 0.22
H 0.0475 2.6199 -2.7207 0.23
H -0.3189 4.1114 -1.8408 0.23
H -1.4460 2.7522 -1.7841 0.22
H 2.2616 2.3208 -1.5568 0.23
H 2.3614 2.4201 0.2103 0.23
H 1.9834 3.8606 -0.7398 0.23
H -1.3400 2.9042 0.7073 0.20
H -0.0567 4.1050 0.7972 0.24
H 0.1791 2.5257 1.5666 0.24
H 1.3741 -0.3809 3.9318 0.21
H 2.2506 1.1472 3.7512 0.22
H 3.0888 -0.2856 4.3612 0.22
H 1.8036 -2.2719 2.2965 0.21
H 3.5145 -2.2608 2.7424 0.23
H 3.0579 -2.0939 1.0511 0.22
H 3.9591 1.4267 1.9724 0.21
H 4.2493 0.1420 0.7821 0.23
H 4.8341 -0.0310 2.4415 0.22

=====

[2]
21
Properties=species:S:1:pos:R:3:nbo_charge:R:1 method="wB97M-V/def2-TZVPD" homo_energy_ev=-9.058 e_above_lowest_kj_mol=356.43 multiplicity=1 orbital_gap_ev=9.78 energy_ev=-15967.2236
C 0.5394 0.1498 -0.9705 -0.01
C -0.4239 -0.7650 -0.5462 -0.28
C 0.2621 -2.0023 -0.6575 0.02
C -1.7856 -0.5688 -0.0097 0.69
C -1.0855 1.5672 1.0093 0.34
C 2.4485 -2.7756 -1.5318 -0.42
C -0.7995 3.5162 2.0998 -0.26
N 1.6389 -0.4529 -1.4165 -0.28
N 1.4381 -1.7596 -1.2119 -0.15
N -2.0007 0.6161 0.6810 -0.67
O -2.6058 -1.4247 -0.2230 -0.55
O -1.7237 2.5304 1.7384 -0.53
H 0.5031 1.1432 -1.3256 0.22
H -0.0093 -2.9983 -0.2858 0.23
H 3.2885 -2.1762 -1.8130 0.24
H 2.5099 -3.4651 -0.6221 0.21
H 2.3734 -3.4239 -2.4170 0.22
H 0.1502 3.4831 1.4834 0.21
H -0.3988 3.3920 3.0379 0.18
H -1.3371 4.5203 2.1264 0.19
H -2.9820 0.8943 0.8543 0.40

=====

[3]
8
Properties=species:S:1:pos:R:3:nbo_charge:R:1 method="wB97M-V/def2-TZVPD" homo_energy_ev="-8.768 / -8.766" e_above_lowest_kj_mol=231.96 multiplicity=1 orbital_gap_ev="7.26 / 7.26" energy_ev=-40516.1699
C -1.3304 0.0309 0.2147 -0.59
C 1.4602 -0.5966 -0.0824 0.15
O 1.1287 -1.6907 0.1997 -0.45
O 0.2300 2.1224 -0.3136 -1.01
P 0.1106 0.6914 -0.4631 1.50
Cl -1.6910 -1.5856 -0.0588 0.13
Cl -2.4529 1.2989 0.4708 0.11
H 2.5449 -0.2707 0.0327 0.17

=====

[4]
55
Properties=species:S:1:pos:R:3:nbo_charge:R:1 method="wB97M-V/def2-TZVPD" homo_energy_ev=-6.854 e_above_lowest_kj_mol=289.86 multiplicity=1 orbital_gap_ev=3.15 energy_ev=-44458.8079
F 2.5487 -1.0560 -7.0036 -0.32
C 2.9859 -0.4121 -5.8694 0.39
C 4.3344 -0.0647 -5.7873 -0.21
C 4.7735 0.5564 -4.6062 -0.20
C 3.8861 0.8432 -3.5779 -0.15
C 2.5027 0.5179 -3.6813 -0.12
C 1.5761 0.8760 -2.6545 0.05
C 0.2304 0.5041 -2.6466 -0.30
C -0.7560 1.2389 -1.9954 0.07
C -2.1577 0.9489 -2.0847 -0.12
C -2.5942 -0.3446 -2.4710 -0.20
C -3.9513 -0.5829 -2.6199 0.40
F -4.3505 -1.8426 -2.9953 -0.32
C -4.9248 0.3889 -2.4014 -0.20
C -4.4982 1.6621 -1.9973 -0.20
C -3.1475 1.9387 -1.8211 -0.12
C 2.0706 -0.1590 -4.8593 -0.22
H 5.0135 -0.2882 -6.6059 0.25
H 5.8303 0.8075 -4.5056 0.24
H 4.2407 1.3232 -2.6630 0.23
H 1.9394 1.5001 -1.8295 0.24
H -0.0614 -0.3991 -3.1884 0.22
H -0.4571 2.1552 -1.4759 0.23
H -1.8696 -1.1402 -2.6352 0.23
H -5.9760 0.1511 -2.5405 0.25
H -5.2430 2.4397 -1.8196 0.23
H -2.8229 2.9302 -1.4972 0.23
H 1.0308 -0.4630 -4.9666 0.24
C 3.6981 2.0679 1.4049 -0.62
C 2.7688 1.1635 2.1645 -0.07
O 1.4986 1.2130 1.4930 -0.55
C 0.5913 0.4581 2.1853 0.72
C -0.7235 0.4983 1.6100 -0.54
C -1.8039 -0.3156 2.0315 0.46
O -2.8483 -0.4056 1.3512 -0.66
C -1.6921 -1.0653 3.3568 0.04
C -1.3166 -0.4332 4.5537 -0.19
C -1.2790 -1.1276 5.7563 -0.17
C -1.5916 -2.5023 5.7588 0.00
N -1.4769 -3.2550 6.9634 0.51
O -1.7705 -4.4734 6.9318 -0.40
O -1.0917 -2.6760 8.0053 -0.39
C -2.0119 -3.1438 4.5789 -0.18
C -2.0928 -2.4120 3.3995 -0.21
O 0.9774 -0.1423 3.1924 -0.68
H 4.6733 2.0976 1.8940 0.21
H 3.8462 1.7167 0.3784 0.18
H 3.3067 3.0894 1.3688 0.21
H 3.1335 0.1262 2.1763 0.19
H 2.6483 1.5068 3.2022 0.19
H -0.8314 1.0926 0.7085 0.19
H -1.0534 0.6235 4.5520 0.23
H -0.9894 -0.6394 6.6801 0.24
H -2.2715 -4.1969 4.6116 0.24
H -2.4509 -2.8947 2.4906 0.23

=====

[5]
162
Properties=species:S:1:pos:R:3:lowdin_charge:R:1 method="wB97M-V/def2-TZVPD" homo_energy_ev="-7.313 / -7.313" multiplicity=1 orbital_gap_ev="5.74 / 5.74" energy_ev=-118658.3727
Rh 0.1593 0.1986 -0.1250 1.28
C 6.0314 -4.1351 -3.3755 -0.03
C 4.9787 -3.6394 -4.3797 -0.51
C 5.6853 -2.7393 -5.3993 -0.06
C 4.2702 -4.7682 -5.1505 -0.03
C 3.9356 -2.7978 -3.6526 -0.40
O 3.6995 -1.6489 -3.9830 0.08
N 3.2404 -3.2704 -2.5523 0.18
C 2.8584 -4.4594 -1.9105 -0.16
C 3.4023 -5.7258 -2.1165 -0.04
C 2.9560 -6.8213 -1.3914 -0.07
C 1.9678 -6.6915 -0.4341 -0.08
C 1.4188 -5.4392 -0.2088 -0.03
C 1.8412 -4.3344 -0.9329 -0.16
C 1.2436 -2.9997 -0.6482 -0.08
C 1.6973 -2.3400 0.5079 -0.22
C 2.6274 -2.8925 1.4299 0.01
C 2.7907 -1.9693 2.4243 -0.01
C 1.9821 -0.8475 2.0865 -0.24
N 1.3186 -1.0862 0.9114 0.01
C 1.8319 0.2856 2.9085 -0.05
C 0.9894 1.3517 2.5954 -0.20
C 0.7860 2.5227 3.4161 0.02
C 0.0741 3.4046 2.6804 0.02
C -0.1502 2.7946 1.3959 -0.21
C -0.6293 3.4648 0.2793 -0.07
C -0.7702 2.9054 -0.9953 -0.23
N -0.5808 1.5954 -1.3372 0.00
C -0.8601 1.5031 -2.6740 -0.20
C -0.8603 0.3142 -3.4289 -0.05
C -0.5251 -0.9271 -2.8798 -0.22
C -0.5991 -2.1793 -3.5887 0.02
C -0.0219 -3.1161 -2.8043 0.02
C 0.4036 -2.4441 -1.6037 -0.23
N 0.0263 -1.1307 -1.6565 0.02
C -1.0005 0.3859 -4.9022 -0.11
C 0.0514 -0.1364 -5.6673 -0.02
C 0.0672 -0.0526 -7.0456 -0.07
C -0.9796 0.5725 -7.7075 -0.08
C -2.0377 1.0767 -6.9788 -0.02
C -2.0763 0.9769 -5.5874 -0.17
N -3.2339 1.4778 -4.9570 0.14
C -3.9143 0.9214 -3.8975 -0.40
O -3.4907 -0.0161 -3.2603 0.12
C -5.2566 1.6110 -3.6084 -0.51
C -6.1447 1.6711 -4.8575 -0.04
C -4.9508 3.0150 -3.0665 -0.03
C -5.9778 0.8125 -2.5254 -0.04
C -1.1814 2.7907 -3.1874 0.02
C -1.1532 3.6582 -2.1364 0.03
C -0.9331 4.9151 0.4215 -0.16
C -2.1918 5.2969 0.8590 -0.01
C -2.4998 6.6347 1.0440 -0.08
C -1.5326 7.5877 0.7803 -0.07
C -0.2731 7.2198 0.3288 -0.03
C 0.0505 5.8796 0.1327 -0.17
N 1.3080 5.3864 -0.2622 0.18
C 2.4011 5.7339 -1.0344 -0.40
O 3.2905 4.9051 -1.1091 0.08
C 2.5023 7.0715 -1.7709 -0.50
C 3.6741 6.9671 -2.7547 -0.06
C 1.2312 7.3543 -2.5822 -0.04
C 2.8328 8.1807 -0.7515 -0.03
N 0.3766 1.5352 1.3904 0.02
C 2.6401 0.3742 4.1496 -0.14
C 2.0014 0.3887 5.3883 -0.04
C 2.7134 0.5604 6.5613 -0.08
C 4.0856 0.7536 6.5028 -0.07
C 4.7422 0.7342 5.2854 0.00
C 4.0386 0.5216 4.0991 -0.15
N 4.6863 0.4193 2.8581 0.16
C 6.0093 0.6454 2.5654 -0.41
O 6.7462 1.3046 3.2681 0.08
C 6.5208 -0.1231 1.3353 -0.51
C 7.8152 0.5314 0.8509 -0.05
C 6.8355 -1.5281 1.8806 -0.03
C 5.5146 -0.2108 0.1839 -0.03
H 6.6709 -4.8840 -3.8438 0.09
H 5.5945 -4.5616 -2.4763 0.06
H 6.6579 -3.2974 -3.0673 0.09
H 6.4209 -3.3187 -5.9589 0.09
H 6.1892 -1.9146 -4.8979 0.09
H 4.9651 -2.3108 -6.0935 0.08
H 4.9871 -5.5378 -5.4387 0.09
H 3.8246 -4.3601 -6.0578 0.09
H 3.4705 -5.2327 -4.5782 0.06
H 2.6954 -2.4913 -2.2043 0.12
H 4.1848 -5.8906 -2.8367 0.08
H 3.3923 -7.7903 -1.5944 0.11
H 1.6266 -7.5520 0.1245 0.10
H 0.6484 -5.3023 0.5389 0.13
H 3.1018 -3.8547 1.3441 0.12
H 3.3842 -2.0633 3.3183 0.12
H 1.1568 2.6467 4.4177 0.11
H -0.2701 4.3844 2.9657 0.12
H -1.0589 -2.3099 -4.5522 0.12
H 0.1220 -4.1648 -3.0038 0.12
H 0.9016 -0.5694 -5.1560 0.12
H 0.8995 -0.4600 -7.6033 0.11
H -0.9767 0.6561 -8.7857 0.10
H -2.8667 1.5515 -7.4913 0.11
H -3.7504 2.1381 -5.5128 0.12
H -5.7347 2.2832 -5.6636 0.07
H -7.1096 2.1016 -4.5875 0.09
H -6.3203 0.6664 -5.2454 0.09
H -4.4333 3.6360 -3.7996 0.08
H -4.3207 2.9309 -2.1791 0.08
H -5.8803 3.5153 -2.7897 0.09
H -6.1842 -0.2018 -2.8673 0.10
H -6.9201 1.2983 -2.2694 0.09
H -5.3392 0.7603 -1.6452 0.05
H -1.3893 3.0378 -4.2114 0.11
H -1.3620 4.7146 -2.1464 0.12
H -2.9236 4.5230 1.0522 0.12
H -3.4805 6.9301 1.3906 0.10
H -1.7454 8.6381 0.9287 0.11
H 0.4486 7.9976 0.1462 0.09
H 1.4270 4.4192 0.0154 0.14
H 3.4589 6.2366 -3.5341 0.09
H 4.5720 6.6412 -2.2349 0.08
H 3.8591 7.9373 -3.2178 0.09
H 1.0769 6.5597 -3.3143 0.09
H 1.3493 8.2951 -3.1214 0.09
H 0.3377 7.4245 -1.9698 0.06
H 3.9091 8.2152 -0.5854 0.09
H 2.3683 8.0082 0.2171 0.07
H 2.5125 9.1530 -1.1279 0.09
H 0.9297 0.2384 5.4200 0.12
H 2.2024 0.5459 7.5144 0.10
H 4.6531 0.9211 7.4081 0.10
H 5.8067 0.8922 5.2396 0.10
H 4.1213 0.0293 2.1221 0.09
H 8.4650 0.7397 1.6979 0.08
H 7.6014 1.4736 0.3452 0.09
H 8.3369 -0.1302 0.1585 0.08
H 7.5440 -1.4585 2.7071 0.09
H 7.2798 -2.1467 1.0998 0.09
H 5.9325 -2.0232 2.2421 0.07
H 5.1363 0.7771 -0.0837 0.10
H 4.6712 -0.8672 0.4133 0.07
H 6.0122 -0.6245 -0.6941 0.09
C -6.3147 1.8607 1.4220 -0.02
C -5.1404 1.9135 2.3554 -0.19
C -4.8072 3.1017 2.9979 -0.07
C -3.7182 3.1534 3.8506 -0.67
Cl -3.3322 4.6442 4.6565 0.66
C -2.9330 2.0381 4.0804 -0.11
C -3.2594 0.8538 3.4442 0.01
C -4.3513 0.7898 2.5895 -0.25
O -4.6494 -0.4281 2.0123 -0.05
C -4.1522 -0.6779 0.6950 -0.06
C -2.8889 0.1599 0.3381 -0.59
O -3.0458 1.2661 -0.1577 0.07
O -1.8043 -0.4489 0.6440 -0.04
H -7.1469 2.4429 1.8169 0.08
H -6.6396 0.8323 1.2766 0.08
H -6.0318 2.2755 0.4527 0.08
H -5.4056 3.9899 2.8374 0.11
H -2.0787 2.1002 4.7384 0.10
H -2.6622 -0.0358 3.5948 0.13
H -4.9054 -0.4509 -0.0633 0.11
H -3.9046 -1.7377 0.6676 0.13

=====

[6]
18
Properties=species:S:1:pos:R:3:nbo_charge:R:1 method="wB97M-V/def2-TZVPD" homo_energy_ev=-12.491 e_above_lowest_kj_mol=117.22 charge=+1 multiplicity=1 orbital_gap_ev=8.99 energy_ev=-8335.9041
C -1.9122 -1.2409 1.8575 -0.32
C -1.3156 -0.0560 1.5325 -0.26
C -1.5440 0.5412 0.2105 -0.23
C -1.3076 1.8871 -0.0360 -0.43
H -2.5269 -1.7488 1.1158 0.20
H -1.8402 -1.7356 2.8075 0.22
H -0.5182 0.3964 2.1452 0.22
H -2.0612 -0.1601 -0.4610 0.22
H -1.6070 2.3356 -0.9720 0.22
H -0.9125 2.5814 0.7177 0.22
N 2.8118 -1.0786 -1.4686 -0.73
C 1.6253 -0.6569 -1.0344 0.40
N 1.3271 0.5979 -0.8580 -0.72
H 3.5251 -0.4026 -1.7019 0.42
H 3.0862 -2.0626 -1.2866 0.45
H 0.8316 -1.4524 -0.8731 0.24
H 0.3537 0.8974 -0.6220 0.46
H 1.9845 1.3574 -1.0730 0.42